(1)
A molecular structure, C35H52CsN7O2Si3 at a distorted geometry. Source: the Open Molecules 2025 dataset; level of theory: ωB97M-V with the def2-TZVPD basis set.

The geometry in XYZ format:
```
100
Properties=species:S:1:pos:R:3:forces:R:3:mulliken_charge:R:1
H 0.20394 -2.50975 -2.17800 0.018 0.011 -0.059 -0.01
H 4.98598 4.84351 4.67529 -0.001 -0.019 0.002 0.46
C -0.98914 -4.88047 0.02812 -0.116 0.022 0.042 0.65
H 3.22431 3.17678 -3.60450 -0.040 -0.015 -0.016 0.31
C -3.34838 2.01626 2.74947 -0.001 -0.079 0.011 -0.46
H 0.06394 -1.64305 -6.24472 0.008 0.043 0.011 0.30
C -1.99226 1.94022 2.52861 0.017 -0.001 0.044 -0.28
C 3.08139 0.01641 -3.27760 0.069 -0.111 -0.064 -1.20
H -0.49906 2.92097 -0.44235 -0.014 0.019 -0.032 -0.15
H -3.71058 -0.59704 4.85812 0.000 -0.008 -0.005 0.41
Si -0.29888 -0.77064 -3.89811 -0.015 -0.123 -0.034 0.11
C 3.20375 0.88365 2.85473 -0.231 -0.277 0.098 -0.17
H 0.07433 -3.23413 -3.78715 0.024 0.010 0.023 0.41
C -1.26151 -6.02801 -0.72275 0.006 0.035 -0.014 -0.51
H -2.80578 3.43624 -3.74774 0.025 -0.034 -0.019 0.33
N -1.20205 -2.29538 4.75285 0.008 0.009 -0.108 -0.58
H 1.33744 -0.50210 -5.76905 -0.085 -0.021 -0.049 0.28
Cs 0.19853 -1.10986 1.45684 -0.047 1.134 -1.520 1.38
O 0.08605 0.86367 2.90879 -0.146 1.802 1.573 -0.92
Si -1.23398 1.81955 -2.56086 -0.146 0.114 0.070 -0.56
C 1.06736 -6.50036 -0.93478 -0.083 0.033 -0.003 -0.37
C -3.23322 0.11407 4.19124 0.015 -0.027 -0.023 -0.22
H -2.49584 -1.57330 -3.04388 -0.013 0.013 -0.033 0.17
C -1.17528 0.94428 3.14265 -0.110 0.452 0.314 -0.70
C -0.74641 3.27368 -1.44767 0.083 0.068 0.078 -0.81
H 5.12564 3.09188 1.30595 0.043 -0.024 0.010 0.38
H 2.40012 -5.05443 -0.07645 -0.018 -0.010 -0.005 0.34
C -2.10120 2.64742 -4.03849 -0.101 0.072 -0.097 -1.35
H -1.34047 -4.71903 2.94490 0.012 -0.034 -0.028 0.45
C 0.08753 0.71887 -2.97834 -0.061 -0.116 -0.052 1.74
H -1.57999 3.97887 -1.36337 0.024 -0.014 0.008 0.36
H -1.33501 3.09480 -4.68010 -0.026 0.001 0.034 0.23
C 0.26161 -0.70313 -5.71471 0.067 0.011 -0.144 -1.17
N 5.36362 1.00976 2.68199 -0.043 -0.149 0.061 -0.37
H -6.03022 1.10084 -1.03429 -0.010 0.004 -0.007 0.38
H 1.54337 -2.37018 -3.31879 -0.013 -0.029 0.001 0.32
C 0.36134 -4.46466 0.24857 0.180 -0.012 0.024 -0.06
H -2.36058 -1.85758 -4.79051 0.021 -0.011 0.035 0.46
H -0.58862 -3.20160 2.54925 -0.058 -0.400 0.094 -0.19
C -1.05055 -1.03232 4.68051 -0.060 0.009 0.052 -0.37
H 2.15086 1.14297 2.79152 -0.013 -0.068 0.011 0.55
N 5.04845 -0.10769 3.23478 -0.150 0.087 -0.007 -0.61
H 1.87928 4.35457 2.60481 0.006 -0.030 0.008 0.35
H 2.96929 -0.31575 -4.31434 0.040 0.014 0.071 0.23
C -3.27153 -0.46779 0.08916 0.091 -0.059 -0.008 -0.60
H -5.33918 -0.64058 0.63914 0.011 -0.004 -0.001 0.48
H -2.71403 -3.70183 4.58381 -0.057 -0.005 0.008 0.32
H -2.97891 -2.30024 3.53909 0.000 0.029 -0.008 0.15
H -2.64187 1.91108 -4.64279 0.037 0.065 0.008 0.33
C 4.18922 2.98238 1.84925 -0.030 -0.094 0.063 -0.38
H -0.18507 -0.64202 5.22355 -0.005 0.040 -0.057 0.23
C 1.37066 -5.35052 -0.24545 -0.048 -0.017 0.028 -0.68
H -0.50332 -7.74980 -1.76126 0.003 -0.012 -0.010 0.35
H 0.12354 3.81352 -1.83792 -0.084 -0.012 0.051 0.24
H 1.87341 -7.12681 -1.30477 0.001 -0.004 0.005 0.35
Si 1.76152 1.27568 -2.77970 0.195 0.064 0.064 -0.05
C -4.61895 -0.15244 -0.00444 0.000 0.100 -0.073 -0.71
C -2.15446 -1.14009 -3.98887 -0.124 0.015 0.040 -1.06
N 3.70357 -0.22294 3.36229 0.248 0.115 -0.050 -0.29
C -1.55538 -3.66566 2.73871 -0.203 0.047 0.045 -0.74
H 3.03078 -0.86821 -2.63714 0.039 0.037 -0.011 0.25
C 2.58767 4.15600 3.41109 0.028 -0.003 0.015 -1.31
H -1.49909 2.64276 1.86586 -0.001 -0.011 -0.008 0.29
C 4.02283 4.09219 2.89106 -0.039 -0.026 0.051 0.65
N -2.32686 0.08733 -0.66601 0.011 -0.001 0.108 0.75
H 1.50709 3.63192 -3.58911 0.075 -0.028 -0.040 0.30
H 2.29168 3.21529 3.88096 0.000 0.035 0.008 0.22
H -2.92834 -3.94622 -0.29604 0.043 -0.034 -0.036 0.35
H 2.48298 4.94376 4.16055 0.006 0.002 -0.020 0.45
C 0.45433 -2.36652 -3.23502 -0.002 -0.111 0.065 -0.85
H -3.92555 2.78407 2.24371 0.005 -0.007 0.009 0.38
C -2.14902 -4.07377 0.46378 0.086 -0.076 0.095 -0.26
C -2.21912 -2.96853 3.94352 0.147 0.102 0.019 -0.11
H 2.12199 2.58568 -4.87059 0.010 0.013 0.042 0.26
N -2.42656 -3.53139 1.58145 0.019 -0.024 -0.007 -0.32
H 4.07823 0.45870 -3.16775 -0.032 -0.013 -0.004 0.32
H -2.93958 -1.22078 0.79788 -0.081 -0.008 0.049 0.31
C 5.02456 3.95994 4.03463 0.004 -0.022 0.000 -1.59
H 4.79433 3.08835 4.65223 0.009 0.013 -0.022 0.28
H -2.75793 -0.24674 -4.17328 0.003 -0.072 -0.031 0.20
H -4.27747 2.15582 -2.44438 0.000 -0.009 0.013 0.34
C 2.20707 2.81597 -3.80278 0.020 0.147 -0.074 -1.16
C -2.67140 1.01972 -1.57473 -0.082 0.008 0.126 0.27
H 3.37120 3.01206 1.13283 -0.004 -0.026 -0.061 -0.22
H 4.23671 5.02156 2.35263 -0.021 0.020 -0.014 0.32
H 6.04582 3.84016 3.66705 -0.014 0.012 -0.001 0.37
H -5.05848 1.16815 3.77542 -0.007 0.003 -0.003 0.38
H 2.59993 2.77482 -0.91261 -0.025 -0.051 -0.027 0.31
C -0.26414 -6.85889 -1.19505 0.088 0.041 0.054 -0.69
H -0.24915 0.10959 -6.24358 0.010 -0.041 0.030 0.27
N 4.21243 1.64536 2.42877 0.023 0.398 -0.108 1.02
C -4.99016 0.81115 -0.92745 0.017 0.030 -0.012 -0.64
C -3.99248 1.10606 3.59671 0.087 0.034 -0.028 -0.84
H 1.40898 1.60753 -0.30805 0.019 0.028 -0.002 0.01
C 2.25076 1.73838 -0.99273 0.023 0.034 0.117 -0.95
H 3.05825 1.07783 -0.65857 0.034 0.036 0.046 0.48
H -2.30155 -6.26745 -0.93013 -0.002 0.000 0.003 0.37
O 0.65817 -3.34671 0.80146 0.373 -2.864 -0.771 -0.51
C -4.00966 1.40356 -1.71129 0.016 -0.094 0.010 -0.54
C -1.85762 0.00079 3.97451 0.013 -0.092 -0.038 1.42
```
Forces are in eV/Å.

Results
Total charge: -2
2S+1: 1
Highest occupied orbital energy: -0.064 Eh
HOMO-LUMO gap: 5.5 eV
E_tot: -2787.36317 Ha

(2)
A molecular structure, C12H30AgN6O6 at a distorted geometry. Source: the Open Molecules 2025 dataset; level of theory: ωB97M-V with the def2-TZVPD basis set.

The geometry in XYZ format:
```
55
Properties=species:S:1:pos:R:3:forces:R:3:mulliken_spin:R:1
N -1.06834 2.22205 3.77798 -0.466 -0.659 0.124 0.00
C -2.09971 0.09492 4.24405 -0.893 0.640 -0.689 0.00
N -2.28013 -0.24176 -1.97137 -0.692 0.289 -0.973 0.08
H 2.62313 -3.33533 -2.96040 0.309 -0.155 -0.022 0.00
H 0.06131 4.10573 0.56465 -0.354 -0.396 0.695 0.00
H 2.53775 3.03765 -2.85581 -0.091 0.538 0.173 0.00
O 0.70043 -1.43296 1.88024 0.543 -0.273 -0.172 0.30
C -2.09293 -2.70385 -1.67969 -0.163 0.253 0.501 0.06
C 1.24050 -3.67863 2.44869 -0.887 -0.926 -0.497 0.04
H -1.45206 2.44812 4.68448 0.390 0.535 -0.190 0.00
H 1.22718 1.28001 -4.63902 0.360 0.571 -0.213 0.00
H -2.17935 0.56442 5.22453 0.153 -0.334 0.021 0.00
H -3.10918 0.10005 3.83289 -0.315 -0.171 0.110 0.00
H 2.08560 -4.07215 1.88386 0.400 0.578 0.241 0.00
N 3.46508 -1.34303 -1.68728 -0.906 -1.233 0.305 0.03
H -2.89389 -2.79355 -2.41354 0.277 0.092 -0.183 0.01
H -0.56457 5.09556 -0.55843 -0.650 0.063 -0.572 0.00
H 3.67345 -0.45418 -1.25527 -0.151 -0.150 -0.003 0.00
O -1.39695 -0.98242 -0.24867 3.701 -0.500 6.977 0.51
C 1.21531 1.62101 -2.55699 -0.267 0.879 -1.251 0.00
H 0.45380 2.86528 -4.06210 0.198 -0.172 -0.568 0.00
H 1.95796 -2.21839 4.81763 0.042 -1.456 -0.726 0.00
H -0.48534 2.83868 3.23027 -0.296 0.190 0.294 0.00
H -2.44191 -3.19229 -0.76988 0.198 -0.267 -0.034 0.00
H 1.03243 -4.36955 3.26565 0.802 0.684 0.936 0.01
C 0.62686 1.80231 -3.89409 -0.657 -0.243 -0.694 0.01
C -0.91528 4.33337 0.13739 1.346 0.531 -0.080 0.00
N -2.48133 3.34593 -1.37883 0.323 0.275 0.196 0.00
H 0.38737 -4.03134 1.86913 -0.236 0.959 -0.649 0.00
C -1.86792 -1.26378 -1.29090 -3.124 -1.746 -5.491 -0.05
O -0.92657 0.68951 2.18538 -0.026 -0.686 -1.103 0.03
H 1.55345 -0.79955 4.18895 -0.179 0.306 -0.414 0.00
H -0.31228 1.25229 -3.95410 -0.108 0.234 0.267 0.00
H 1.14926 -3.71517 -2.20545 0.089 -0.106 0.915 0.00
N 1.60924 -1.78498 3.97463 -0.509 1.846 -1.288 0.01
C 2.37676 -2.07713 -1.31607 2.183 1.037 -2.544 -0.03
H 2.80799 -4.12169 -1.39498 -0.510 -0.501 -0.083 0.00
O 1.54831 -1.56953 -0.58131 -1.722 -0.177 1.659 0.37
Ag 0.33409 0.16148 0.40016 0.167 0.918 -0.471 0.48
H 2.56086 2.40809 -1.27688 -0.124 -0.022 0.009 0.00
C -1.34834 1.00177 3.28736 0.879 0.412 1.815 0.00
O -1.05299 1.98492 -0.31445 0.105 -1.009 -0.048 0.01
H 4.10872 -1.69257 -2.38273 0.010 -0.046 0.109 0.00
H -2.22842 0.53540 -1.32837 -0.148 1.345 -0.821 0.00
H -2.81111 -0.31514 -2.82740 0.115 0.210 0.002 0.00
H -2.93278 2.59353 -1.87901 -0.060 0.441 0.023 0.00
H -1.13982 -3.12422 -2.00058 -0.187 -0.102 -0.048 0.00
C 1.21312 -2.16499 2.73320 0.311 -2.450 2.826 -0.02
C -1.47592 3.11484 -0.52606 -0.489 1.030 -0.267 0.00
H -1.82094 -0.95762 4.29455 0.459 0.299 -0.135 0.00
C 2.17852 -3.44348 -1.97110 0.809 1.034 -0.352 0.05
N 2.03760 2.54469 -2.12990 1.731 1.238 0.114 0.00
H -2.69646 4.31759 -1.55119 -0.473 -0.283 -0.287 0.00
O 0.89180 0.67389 -1.89295 -1.190 -3.018 2.470 0.09
H -1.58363 4.84602 0.82920 -0.027 -0.345 0.088 0.00
```
Forces are in eV/Å.

Results
Total charge: +3
2S+1: 3
Highest occupied orbital energy (spin up / spin down): -0.675 / -0.669 Eh
HOMO-LUMO gap (spin up / spin down): 10.4 / 4.6 eV
E_tot: -1401.15834 Ha